No. 1
# C44H96Br3N8O

9 unconnected molecules or ions with the total composition C44H96Br3N8O (ωB97M-V with the def2-TZVPD basis set, OMol25).

Results
multiplicity	1
highest occupied orbital energy	-12.41	eV
charge	+3
gap between HOMO and LUMO	7.29	eV
E_LUMO	-0.18814	Ha

Atoms and positions in Å:
C1 -5.211 1.940 3.526
C2 -5.072 3.445 2.947
N1 -5.238 4.376 4.021
C3 -4.416 4.535 5.110
C4 -4.793 5.699 5.800
N2 -5.919 6.228 5.117
C5 -6.188 5.444 4.043
C6 -6.600 7.483 5.461
H1 -4.471 1.490 4.188
H2 -5.014 1.305 2.662
H3 -6.212 1.721 3.896
H4 -5.907 3.621 2.270
H5 -4.141 3.520 2.384
H6 -3.560 3.888 5.234
H7 -4.329 6.168 6.655
H8 -7.046 5.616 3.411
H9 -5.909 7.991 6.134
H10 -7.552 7.321 5.966
H11 -6.784 8.105 4.585
C7 -3.925 -1.252 2.611
C8 -2.418 -0.956 2.659
N3 -1.777 -1.323 1.373
C9 -0.411 -1.364 1.155
C10 -0.104 -1.854 -0.122
N4 -1.349 -2.133 -0.735
C11 -2.357 -1.826 0.204
C12 -1.558 -2.731 -2.071
H12 -4.000 -2.318 2.396
H13 -4.514 -0.711 1.870
H14 -4.442 -1.065 3.553
H15 -1.948 -1.301 3.581
H16 -2.201 0.100 2.816
H17 0.261 -0.940 1.887
H18 0.796 -1.979 -0.707
H19 -3.416 -1.885 0.005
H20 -1.419 -3.795 -1.876
H21 -0.897 -2.256 -2.796
H22 -2.540 -2.590 -2.522
C13 3.045 2.524 -5.120
C14 2.554 2.187 -3.716
C15 1.475 3.094 -3.071
C16 1.169 2.750 -1.563
N5 -0.032 3.469 -0.951
C17 -0.244 2.867 0.441
C18 -1.511 2.106 0.410
C19 -2.278 2.946 -0.608
C20 -1.300 3.303 -1.674
C21 0.299 4.932 -0.834
H23 3.383 3.559 -5.160
H24 2.142 2.499 -5.729
H25 3.870 1.864 -5.388
H26 3.393 2.342 -3.038
H27 2.310 1.138 -3.546
H28 0.508 3.221 -3.558
H29 1.996 4.052 -3.062
H30 2.010 3.169 -1.009
H31 0.986 1.691 -1.383
H32 -0.181 3.602 1.244
H33 0.600 2.205 0.635
H34 -2.044 2.109 1.361
H35 -1.429 1.078 0.056
H36 -2.679 3.892 -0.245
H37 -3.107 2.463 -1.126
H38 -1.551 4.265 -2.122
H39 -1.270 2.545 -2.456
H40 -0.622 5.378 -0.459
H41 0.699 5.276 -1.788
H42 1.088 5.062 -0.093
C22 5.165 -5.014 -3.916
C23 4.773 -3.685 -3.283
C24 5.295 -3.589 -1.862
C25 5.173 -4.877 -0.946
N6 5.094 -4.513 0.571
C26 5.046 -5.802 1.446
C27 3.550 -6.271 1.597
C28 2.733 -5.058 1.134
C29 3.764 -3.871 0.881
C30 6.276 -3.588 1.035
H43 4.565 -5.834 -3.521
H44 6.165 -5.362 -3.656
H45 5.069 -4.864 -4.991
H46 3.684 -3.642 -3.305
H47 5.160 -2.773 -3.738
H48 4.967 -2.669 -1.378
H49 6.344 -3.300 -1.923
H50 6.147 -5.359 -0.863
H51 4.308 -5.529 -1.064
H52 5.472 -5.558 2.419
H53 5.623 -6.668 1.120
H54 3.189 -6.624 2.563
H55 3.388 -7.157 0.983
H56 2.180 -4.713 2.007
H57 2.103 -5.290 0.275
H58 3.981 -3.400 1.840
H59 3.419 -3.119 0.172
H60 6.380 -3.554 2.119
H61 5.950 -2.564 0.857
H62 7.210 -3.996 0.649
C31 3.309 -1.101 -6.165
C32 2.050 -1.824 -5.663
C33 0.691 -1.202 -5.768
C34 0.342 -0.656 -7.145
N7 -0.901 0.354 -7.130
C35 -0.505 1.692 -6.452
C36 -1.870 2.127 -5.829
C37 -2.455 0.852 -5.301
C38 -2.196 -0.132 -6.441
C39 -1.375 0.539 -8.554
H63 3.876 -0.761 -5.299
H64 3.125 -0.177 -6.713
H65 3.834 -1.797 -6.819
H66 2.110 -2.108 -4.613
H67 2.062 -2.861 -5.997
H68 0.654 -0.307 -5.148
H69 -0.096 -1.882 -5.444
H70 0.049 -1.451 -7.831
H71 0.994 0.073 -7.626
H72 -0.044 2.386 -7.155
H73 0.260 1.619 -5.678
H74 -2.469 2.575 -6.622
H75 -1.566 2.859 -5.080
H76 -3.525 0.991 -5.152
H77 -1.948 0.360 -4.470
H78 -3.143 -0.158 -6.980
H79 -1.957 -1.106 -6.013
H80 -1.887 -0.285 -9.052
H81 -0.504 0.817 -9.147
H82 -2.180 1.274 -8.531
C40 0.009 0.983 8.786
N8 0.089 -0.345 8.052
C41 1.267 -0.160 7.046
C42 0.410 -1.480 8.991
C43 -1.347 -0.404 7.345
C44 -1.855 -1.733 6.739
O1 -0.873 -2.219 5.840
H83 -0.697 0.846 9.605
H84 -0.322 1.815 8.164
H85 0.997 1.173 9.204
H86 1.435 -1.105 6.529
H87 2.154 0.278 7.505
H88 1.089 0.605 6.290
H89 1.345 -1.143 9.436
H90 0.584 -2.303 8.297
H91 -0.500 -1.694 9.552
H92 -1.401 0.437 6.654
H93 -2.078 -0.222 8.132
H94 -2.802 -1.463 6.272
H95 -2.038 -2.414 7.570
H96 -1.028 -3.161 5.742
Br1 3.182 -0.295 -0.639
Br2 -4.307 0.041 -2.100
Br3 -0.917 2.192 4.445

Forces on the atoms, in the same order (eV/Å):
0.21 0.49 -1.68
-0.76 -3.14 0.78
-1.98 4.15 1.05
-0.49 1.90 0.38
-0.69 -1.44 -1.87
1.15 -1.81 -0.79
2.41 -1.32 1.58
0.15 0.15 0.36
0.29 1.15 0.55
-0.55 0.03 -0.35
0.03 0.23 -0.04
0.13 -0.20 -0.09
0.10 0.45 0.42
0.05 -0.05 0.15
-0.26 0.01 -0.11
0.27 -0.28 -0.26
-0.29 0.19 -0.07
0.16 -0.25 0.03
0.23 -0.22 -0.04
0.40 -0.53 0.05
-1.08 1.68 -0.25
0.33 -2.23 -2.83
0.95 -0.08 -1.26
-2.55 0.43 0.85
-1.83 1.57 3.32
2.42 0.41 -0.12
-0.08 -0.14 0.49
-0.43 -0.09 0.05
0.45 0.07 -0.30
0.40 -0.04 0.18
0.36 -1.20 -0.56
-0.26 0.42 -0.39
0.05 -0.18 -0.04
0.25 0.26 0.45
0.09 0.02 -0.11
0.35 -0.03 -0.80
0.48 -0.38 0.33
-0.32 0.36 0.85
-1.11 0.49 0.86
0.14 -0.06 1.59
0.04 0.26 0.84
0.30 0.51 -1.14
1.92 0.25 0.30
1.84 -0.70 0.86
-1.74 0.53 -0.58
-1.59 -0.07 -0.78
-0.49 0.28 -0.70
0.07 -0.62 0.48
0.19 -0.01 0.03
0.48 -0.35 -0.85
-0.37 0.01 -0.37
0.25 -0.26 0.10
-0.12 -0.21 -0.40
0.12 -0.20 -0.65
-0.49 0.45 -0.10
0.06 -0.81 0.35
0.43 0.00 -0.06
-0.34 0.39 -0.38
0.17 0.10 -0.08
0.34 -0.09 0.14
0.18 0.03 -0.08
0.03 -0.06 0.74
-0.22 -0.42 0.43
0.02 -0.19 -0.30
0.41 -0.13 0.16
0.26 0.53 -0.37
-0.61 0.23 0.04
-0.08 -0.13 0.06
0.32 0.37 -0.21
-0.12 -0.54 1.09
0.38 -0.11 1.20
1.10 1.79 1.48
-0.04 -0.24 0.51
-0.70 -0.52 0.98
0.57 0.32 -1.07
0.95 1.14 0.34
-0.50 -1.28 1.00
-1.41 -0.62 0.13
-0.54 0.12 -0.42
0.38 0.51 -0.31
0.02 -0.79 -0.04
-0.14 0.29 0.08
-0.04 -0.30 -0.60
-0.98 -0.18 0.27
0.43 -0.71 -0.12
-0.34 -0.77 -1.09
0.28 -0.05 -0.52
-0.11 0.37 -0.10
0.36 0.59 -0.79
0.80 0.40 0.35
0.02 0.21 -0.39
-0.65 -0.02 -0.48
-0.06 0.29 0.16
-0.49 0.27 -0.01
0.47 0.00 -0.16
-0.40 -0.78 0.13
0.59 -0.05 -1.05
-0.18 0.56 -0.44
-0.60 0.14 0.40
0.35 -1.47 0.79
-0.47 1.68 -0.89
-1.97 0.92 -0.41
-0.86 -1.29 -0.45
-1.49 -0.10 -0.29
2.45 0.51 -0.29
-0.02 -0.60 -0.46
0.38 -0.29 1.76
0.54 1.01 -0.22
0.43 -0.35 -0.17
-0.29 -0.13 -0.24
0.43 0.37 0.22
0.49 0.69 0.49
-0.33 0.06 -1.03
0.09 -0.16 0.62
0.11 -0.08 0.03
0.14 0.13 -0.17
0.93 -0.78 0.21
-0.45 -0.17 -0.50
-0.22 -0.96 0.05
-0.22 0.13 0.31
-0.70 0.24 0.09
0.17 -0.41 0.56
-0.26 1.01 0.69
0.83 -0.20 -1.17
-0.36 -0.07 -0.38
0.53 -0.75 0.76
-0.29 0.33 -0.16
0.52 0.54 -0.09
0.14 -0.71 0.88
-0.61 2.04 -1.90
-0.69 -0.13 -0.38
-0.44 0.67 -2.07
0.28 -0.74 0.45
1.56 1.24 0.74
-0.34 -0.20 0.03
0.03 0.10 0.01
0.17 -0.37 -0.34
-0.10 0.14 -0.03
0.11 0.10 0.29
-0.07 -0.75 0.80
-1.08 -0.08 -0.04
-0.39 -0.57 0.77
0.20 -0.27 0.40
0.57 0.18 0.65
0.47 -0.10 -0.25
0.27 0.31 0.34
-0.12 -0.18 -0.20
-0.07 -0.34 -0.15
0.08 -0.19 -0.21
-0.22 -0.29 -0.04
0.48 -0.07 0.17
-0.32 -0.17 0.05

No. 2
# C28H49BrMgNO3P3

A molecular structure, C28H49BrMgNO3P3 (ωB97M-V with the def2-TZVPD basis set, OMol25).

Results
multiplicity	1
highest occupied orbital energy (spin up / spin down)	-12.76 / -12.80	eV
charge	+2
gap between HOMO and LUMO (spin up / spin down)	5.96 / 5.53	eV
E_LUMO (spin up / spin down)	-0.24991 / -0.26707	Ha

Atoms and positions in Å:
N1 -1.024 -6.196 -2.386
C1 0.090 -6.202 -1.656
C2 0.272 -5.373 -0.542
C3 -0.741 -4.447 -0.206
C4 -1.912 -4.458 -1.003
C5 -2.005 -5.344 -2.073
C6 -0.620 -3.557 0.940
Mg1 0.336 -2.130 2.083
P1 -0.528 1.070 4.104
C7 -1.383 -2.344 0.993
C8 -1.387 -1.331 -0.046
C9 -2.442 -0.385 -0.081
C10 -2.331 0.753 -0.833
C11 -1.072 1.070 -1.495
C12 -0.221 -0.059 -1.742
C13 -0.352 -1.211 -1.003
Br1 -0.318 2.474 0.245
H1 -0.263 -4.038 1.881
H2 -2.218 -2.294 1.705
H3 1.198 -5.438 0.039
H4 -2.767 -3.817 -0.792
H5 0.882 -6.908 -1.946
H6 -2.891 -5.368 -2.710
H7 -3.318 -0.574 0.540
H8 0.323 -2.057 -1.139
H9 -3.133 1.486 -0.835
H10 0.589 0.028 -2.473
P2 -0.980 2.491 -2.697
C14 -0.062 -0.641 3.654
C15 -0.099 -1.554 4.889
H11 0.964 -0.608 3.181
H12 -0.875 -0.931 2.926
H13 0.616 -2.380 4.800
H14 0.152 -0.994 5.797
H15 -1.099 -1.983 5.019
C16 -1.962 1.188 2.949
C17 -2.697 2.516 3.062
H16 -2.631 0.349 3.199
H17 -1.603 1.048 1.913
H18 -3.659 2.424 2.545
H19 -2.896 2.785 4.106
H20 -2.132 3.321 2.577
C18 0.746 2.173 3.356
C19 1.331 3.097 4.425
H21 0.263 2.752 2.547
H22 1.522 1.563 2.878
H23 1.925 3.883 3.951
H24 0.542 3.578 5.018
H25 1.986 2.536 5.102
C20 0.640 3.323 -2.611
C21 0.631 4.822 -2.913
H26 1.370 2.779 -3.230
H27 0.982 3.202 -1.562
H28 0.438 5.074 -3.969
H29 -0.111 5.326 -2.285
H30 1.614 5.247 -2.647
C22 -2.339 3.587 -2.159
C23 -3.734 3.240 -2.679
H31 -2.074 4.617 -2.452
H32 -2.339 3.573 -1.056
H33 -3.868 3.554 -3.726
H34 -3.965 2.170 -2.608
H35 -4.478 3.782 -2.078
C24 -1.252 1.963 -4.407
C25 -0.042 1.353 -5.126
H36 -1.599 2.861 -4.931
H37 -2.109 1.272 -4.407
H38 -0.062 0.259 -5.040
H39 -0.098 1.600 -6.195
H40 0.926 1.717 -4.758
C26 3.293 0.164 -1.108
O1 2.668 -0.897 -0.362
P3 2.713 -0.805 1.295
O2 4.282 -0.871 1.664
C27 5.288 -1.424 0.794
O3 2.244 -2.477 1.632
C28 2.881 -3.678 1.159
H41 2.618 0.402 -1.934
H42 4.262 -0.168 -1.496
H43 3.408 1.069 -0.493
H44 4.893 -2.127 0.038
H45 5.807 -0.591 0.297
H46 5.978 -1.957 1.457
H47 2.799 -3.723 0.065
H48 3.925 -3.712 1.479
H49 2.298 -4.488 1.589

Forces on the atoms, in the same order (eV/Å):
0.07 0.02 -0.26
-0.01 0.10 0.52
-0.26 0.11 -0.25
0.69 -0.75 -0.84
0.21 0.01 0.01
0.57 0.02 0.36
-1.32 -0.62 -0.45
1.94 0.51 0.69
-0.72 0.94 0.56
-1.37 -0.14 -1.49
-0.21 -1.02 0.95
-0.13 0.70 -0.27
0.06 -0.18 0.07
-0.70 -0.46 -1.11
0.38 -0.13 0.26
0.21 0.23 -0.45
0.52 0.02 0.56
-0.68 -0.33 -0.24
0.43 0.33 0.28
-0.47 -0.02 -0.28
0.30 -0.01 0.08
-0.47 0.30 0.08
0.20 -0.03 0.24
0.13 0.20 -0.27
-0.01 0.35 -0.07
0.20 -0.18 0.13
-0.28 -0.05 0.28
-0.39 -0.03 0.80
0.31 -0.60 -0.27
0.01 -0.42 -0.03
-0.72 0.29 0.49
0.52 0.47 0.55
-0.01 -0.16 0.17
0.00 -0.17 -0.26
0.19 0.13 0.10
0.19 -0.04 -0.29
-0.25 -0.05 -0.15
0.09 0.20 0.06
-0.28 -0.05 0.53
0.11 0.21 0.11
0.03 0.00 -0.20
-0.09 -0.10 0.19
-0.19 0.11 -0.26
0.17 0.05 -0.06
0.31 -0.23 0.62
-0.03 0.21 0.02
-0.02 -0.07 0.12
0.20 -0.15 -0.12
-0.17 0.17 -0.01
0.72 -0.22 0.64
0.05 0.38 -0.23
-0.38 0.21 0.05
-0.23 0.01 -0.87
0.00 -0.18 0.39
0.21 0.02 -0.15
-0.40 -0.23 -0.16
0.11 0.45 0.14
-0.32 0.04 -0.43
-0.09 -0.42 0.08
0.21 0.01 -0.49
0.03 -0.18 0.35
0.02 0.24 -0.08
0.23 -0.16 -0.23
-0.32 -0.07 0.02
0.07 -0.36 -0.26
0.06 0.05 0.09
0.21 0.18 -0.01
0.11 0.31 -0.01
0.04 -0.13 0.32
-0.35 -0.11 -0.20
-0.12 0.39 -0.11
0.19 -0.31 1.61
1.66 -1.35 -1.23
-1.47 0.30 -0.40
0.72 -0.25 -0.23
-0.30 1.90 -0.05
0.03 -0.19 -0.52
0.24 -0.04 0.11
-0.26 0.09 0.13
0.08 -0.21 -0.17
0.02 0.47 0.42
-0.12 -0.38 0.21
-0.05 0.16 -0.28
0.13 0.02 0.27
-0.28 -0.01 0.06
0.32 -0.17 0.04